{
  "formula": "C6H12N3",
  "method": "ωB97M-V with the def2-TZVPD basis set",
  "elements": ["N", "N", "N", "C", "C", "C", "C", "C", "C", "H", "H", "H", "H", "H", "H", "H", "H", "H", "H", "H", "H"],
  "xyz": [[2.30801, 0.74345, 0.49478], [-1.52971, 1.42013, -0.01592], [-0.85705, -0.17800, 1.36902], [1.06007, 0.00450, -1.20253], [-2.23039, -0.90772, -0.58650], [1.65654, 1.12270, -0.63877], [2.17604, -0.64696, 0.64847], [-1.54764, 0.12482, 0.27104], [1.45731, -1.10128, -0.41157], [-2.71174, -1.60407, 0.18100], [-2.31088, 1.74722, -0.54235], [-0.84870, 2.07515, 0.27804], [1.57441, 2.12206, -0.96486], [-1.00000, -1.05236, 1.77887], [1.22135, -2.17984, -0.61307], [0.41196, -0.10179, -2.11848], [-1.28959, -1.39847, -1.08099], [2.89497, 1.09912, 1.18580], [-0.08152, 0.29994, 1.81387], [2.56262, -1.23470, 1.45366], [-2.91608, -0.35389, -1.29951]],
  "forces_ev_per_angstrom": [[-0.8, -3.4, 0.2], [-1.5, -1.0, -1.4], [-0.4, -0.5, -0.6], [0.0, -0.2, -0.8], [0.8, 0.3, 1.1], [-0.7, -0.7, -0.2], [-0.3, 0.7, -1.0], [1.6, 1.7, 1.7], [-0.7, -1.7, -0.4], [0.3, 0.6, -1.7], [0.0, 0.5, -0.8], [0.5, 0.4, 0.7], [0.2, 0.9, -0.1], [0.0, -1.8, 0.2], [0.2, 1.3, 0.3], [1.1, 0.6, 1.1], [-2.1, 0.6, 0.6], [0.9, 2.1, 0.5], [-0.4, 0.7, -0.5], [0.5, 0.3, 0.3], [0.7, -1.3, 0.8]],
  "e_lumo_ev": -3.5,
  "charge": 1,
  "spin_multiplicity": 1,
  "e_homo_ev": -12.10,
  "de_lowest_kcal_mol": 30.9
}